Entry 1:
{"formula": "C29H51Cl40F2NO2S", "method": "wB97M-V/def2-TZVPD", "elements": ["C", "C", "C", "F", "N", "C", "C", "C", "C", "C", "C", "S", "O", "O", "F", "H", "H", "H", "H", "H", "H", "H", "H", "H", "H", "H", "C", "Cl", "Cl", "H", "H", "C", "Cl", "Cl", "H", "H", "C", "Cl", "Cl", "H", "H", "C", "Cl", "Cl", "H", "H", "C", "Cl", "Cl", "H", "H", "C", "Cl", "Cl", "H", "H", "C", "Cl", "Cl", "H", "H", "C", "Cl", "Cl", "H", "H", "C", "Cl", "Cl", "H", "H", "C", "Cl", "Cl", "H", "H", "C", "Cl", "Cl", "H", "H", "C", "Cl", "Cl", "H", "H", "C", "Cl", "Cl", "H", "H", "C", "Cl", "Cl", "H", "H", "C", "Cl", "Cl", "H", "H", "C", "Cl", "Cl", "H", "H", "C", "Cl", "Cl", "H", "H", "C", "Cl", "Cl", "H", "H", "C", "Cl", "Cl", "H", "H", "C", "Cl", "Cl", "H", "H"], "xyz": [[4.760385, -2.040233, -0.703306], [4.151559, -0.515185, -0.675027], [2.513374, -0.646988, -0.620362], [2.057678, -2.067726, -0.859719], [1.764880, 0.371718, -1.451260], [0.299783, 0.133429, -1.145733], [-0.697297, -0.914394, -1.931379], [-2.280791, -1.180704, -1.601621], [-2.929607, -0.340269, -0.313569], [-1.991900, 0.711901, 0.555333], [-0.393469, 0.960936, 0.131768], [2.130848, 0.269956, -3.154585], [0.964803, 0.853674, -4.044671], [2.388265, -1.160646, -3.688697], [3.533933, 1.204466, -3.622206], [5.928031, -2.054982, -0.618260], [4.462123, -2.658837, -1.652855], [4.316818, -2.597997, 0.252877], [4.562316, 0.198605, -1.506152], [4.505420, -0.040860, 0.361831], [2.209234, -0.431151, 0.513837], [-0.206724, -1.505978, -2.844849], [-2.885393, -1.932394, -2.264742], [-4.054791, -0.536313, -0.034396], [-2.409825, 1.310302, 1.499293], [0.293053, 1.702468, 0.755830], [-2.734819, -2.735728, -5.572466], [-4.271433, -2.999627, -4.739287], [-1.467423, -2.262122, -4.434733], [-2.437140, -3.661160, -6.071606], [-2.863138, -1.942222, -6.312655], [1.536196, 2.481548, 3.754440], [0.938537, 3.624869, 2.545874], [2.030852, 0.960580, 3.001446], [2.395896, 2.921408, 4.265925], [0.741354, 2.279137, 4.476420], [-3.845895, -3.508733, -9.412389], [-4.074368, -2.082294, -8.393525], [-3.961245, -4.994629, -8.461686], [-4.617474, -3.520652, -10.186147], [-2.858183, -3.459483, -9.877146], [2.090155, 3.851768, 7.494375], [1.492496, 4.995089, 6.285809], [2.584811, 2.330799, 6.741381], [2.949855, 4.291627, 8.005860], [1.295313, 3.649356, 8.216355], [2.574282, -4.348680, 2.086567], [4.029828, -5.167375, 2.666340], [2.576812, -2.642643, 2.549667], [2.535184, -4.421470, 0.996911], [1.696523, -4.833803, 2.520380], [-3.691949, -2.928868, 2.255250], [-2.651555, -2.407486, 0.924554], [-3.728917, -1.720396, 3.544924], [-4.706461, -3.076570, 1.876929], [-3.308488, -3.868885, 2.659384], [-3.288040, 1.257320, -6.126724], [-3.669088, 1.457306, -7.841314], [-4.502246, 0.259458, -5.317399], [-2.311681, 0.775534, -6.033010], [-3.261251, 2.240742, -5.651158], [-1.645874, 5.699321, 8.583647], [-2.565718, 4.215917, 8.303629], [-0.195336, 5.377162, 9.541343], [-1.349598, 6.121534, 7.620249], [-2.275779, 6.412491, 9.120870], [1.241695, 4.063688, -1.631697], [0.165700, 5.464779, -1.696446], [0.321954, 2.561812, -1.478484], [1.833205, 4.026535, -2.549799], [1.905141, 4.164157, -0.769290], [1.774414, 1.744126, -7.532516], [2.452076, 3.356899, -7.278059], [0.007447, 1.792793, -7.554639], [2.131593, 1.354922, -8.489135], [2.102165, 1.088569, -6.722071], [-2.028304, -8.009080, -8.325821], [-0.390798, -7.567478, -7.827248], [-2.024466, -8.766445, -9.923136], [-2.443941, -8.712109, -7.599755], [-2.644795, -7.107580, -8.360987], [3.971696, 3.302032, 0.922327], [5.609202, 3.743633, 1.420900], [3.975534, 2.544666, -0.674988], [3.556059, 2.599002, 1.648393], [3.355205, 4.203531, 0.887161], [-0.925586, 7.620354, -4.998567], [-0.247924, 9.233127, -4.744110], [-2.692553, 7.669020, -5.020689], [-0.568407, 7.231149, -5.955186], [-0.597835, 6.964796, -4.188121], [-3.458893, 1.019249, 6.707942], [-1.851044, 1.648196, 6.328122], [-4.360407, 0.645738, 5.233902], [-3.353387, 0.107535, 7.301088], [-4.008574, 1.770254, 7.280515], [1.501742, -1.099242, 7.555834], [0.290603, -0.021444, 6.851202], [1.255161, -2.767125, 7.024426], [2.495867, -0.769750, 7.243859], [1.424322, -1.057717, 8.644999], [-3.498764, 8.631458, -8.880338], [-2.693697, 9.915520, -9.790318], [-3.060594, 7.037348, -9.506320], [-3.198680, 8.696629, -7.831587], [-4.580569, 8.761193, -8.963197], [-6.214705, -5.905569, 0.287676], [-4.759159, -6.724264, 0.867449], [-6.212175, -4.199532, 0.750776], [-6.253803, -5.978360, -0.801980], [-7.092464, -6.390692, 0.721489], [2.455692, -6.745219, 5.796850], [1.379698, -5.344129, 5.732101], [1.535951, -8.247096, 5.950063], [3.047202, -6.782372, 4.878748], [3.119138, -6.644750, 6.659257], [3.733061, -8.207864, 9.574549], [4.773455, -7.686482, 8.243853], [3.696094, -6.999392, 10.864223], [2.718549, -8.355567, 9.196228], [4.116522, -9.147882, 9.978683], [3.885621, 6.237957, 3.532174], [3.782980, 4.993261, 4.783258], [2.936625, 5.789842, 2.109631], [3.501712, 7.178884, 3.933979], [4.930744, 6.361548, 3.238164]], "forces_ev_per_angstrom": [[-0.075, -0.358, 0.450], [0.364, -1.106, 0.615], [1.059, -0.407, 1.795], [0.959, 3.263, 0.187], [-0.354, -3.302, 0.535], [-5.981, -1.322, 1.467], [-0.769, 1.343, 1.835], [3.156, 3.645, 2.333], [3.812, 1.440, -1.699], [1.877, -1.739, -3.122], [-2.177, -3.193, -0.859], [-3.979, -2.936, -7.601], [4.814, -1.049, 4.264], [0.380, 5.019, 3.051], [-2.483, -1.525, 1.886], [-2.234, 0.257, -0.129], [0.448, 1.428, 1.815], [1.072, 1.165, -2.149], [-0.953, -1.733, 1.377], [-0.968, -0.950, -2.329], [0.289, -0.540, -2.806], [-0.982, 1.636, 2.637], [1.272, 1.736, 1.626], [2.557, 0.830, -0.724], [0.984, -1.564, -2.433], [-1.890, -2.128, -1.220], [0.209, -0.030, -0.319], [-0.028, -0.241, -0.024], [-0.251, -0.298, -0.847], [-0.129, 0.190, 0.195], [0.069, -0.231, 0.530], [-0.065, 0.148, 0.309], [-0.667, -0.461, 0.123], [0.058, -0.216, 0.125], [-0.298, -0.154, -0.422], [0.149, -0.013, -0.298], [0.104, 0.183, -0.417], [-0.216, 0.038, -0.514], [-0.086, -0.008, -0.008], [0.126, -0.025, 0.325], [-0.224, -0.037, 0.244], [-0.021, 0.115, 0.464], [-1.687, -0.011, 1.108], [0.368, 0.027, 0.315], [-0.153, -0.093, -0.250], [0.188, -0.017, -0.354], [-0.394, -0.109, -0.279], [0.029, -0.107, -0.015], [-0.104, 0.000, 0.050], [0.127, 0.124, 0.262], [0.283, 0.190, 0.036], [0.004, -0.498, 0.215], [-0.013, -1.687, 1.114], [0.028, -0.238, -0.162], [0.742, 0.299, 0.330], [-0.095, 0.228, -0.042], [0.308, 0.222, 0.261], [0.085, 0.073, -0.048], [0.077, 0.096, 0.021], [-0.266, 0.042, -0.043], [-0.091, -0.263, -0.165], [-0.220, 0.361, -0.186], [-0.029, 0.241, 0.066], [-0.042, 0.171, 0.133], [0.022, -0.254, 0.232], [0.199, -0.281, -0.031], [0.240, 0.094, -0.355], [-0.032, 0.338, 0.004], [0.108, 3.261, -1.124], [-0.153, 0.058, 0.178], [-0.362, 0.020, -0.239], [0.233, -0.383, 0.050], [0.093, -0.034, -0.003], [-0.015, -0.094, -0.082], [-0.177, 0.233, 0.198], [-0.192, 0.267, -0.078], [-0.309, 0.029, 0.242], [-0.067, 0.061, 0.094], [-0.122, 0.004, 0.006], [0.228, 0.098, -0.234], [0.346, -0.300, -0.106], [-0.216, -0.246, -0.145], [-0.061, 0.086, 0.099], [0.123, 0.350, 0.028], [0.227, 0.117, -0.241], [0.606, -0.873, -0.345], [0.303, -0.329, -0.048], [0.082, -0.046, -0.012], [-0.058, -0.101, -0.036], [-0.165, 0.198, 0.204], [-0.159, 0.238, -0.136], [-0.166, -0.034, 0.261], [-0.684, 0.503, -0.274], [-0.117, 0.303, 0.361], [0.074, 0.179, -0.259], [0.164, -0.107, -0.233], [0.294, 0.118, 0.118], [0.410, -0.712, 0.371], [0.185, 0.487, 0.320], [-0.253, -0.136, -0.008], [-0.085, -0.030, -0.301], [-0.226, 0.054, 0.309], [-0.049, 0.082, 0.059], [-0.060, -0.043, 0.099], [0.033, -0.047, -0.311], [0.318, -0.052, -0.107], [-0.239, -0.294, -0.225], [-0.058, -0.042, -0.043], [-0.618, -0.259, -0.402], [0.127, 0.112, 0.303], [0.288, 0.190, 0.001], [0.394, 0.088, -0.039], [0.086, -0.437, -0.357], [0.079, -0.127, 0.057], [-0.280, 0.017, 0.176], [-0.366, -0.007, -0.249], [-0.268, -0.315, 0.095], [0.133, -0.146, 0.030], [-0.059, -0.085, 0.018], [0.274, 0.156, 0.039], [0.014, 0.328, -0.108], [0.434, 0.429, -0.032], [1.614, 0.116, -0.962], [0.149, 1.757, 0.615], [-0.037, -0.318, -0.074], [-0.293, -0.162, -0.001]]}


Entry 2:
{"formula": "C5H8O", "method": "wB97M-V/def2-TZVPD", "de_lowest_kcal_mol": 27.9, "elements": ["O", "C", "C", "C", "C", "C", "H", "H", "H", "H", "H", "H", "H", "H"], "xyz": [[2.184762, 0.054120, -1.199099], [1.900652, 0.317791, -0.053422], [0.586301, -0.040258, 0.588211], [-0.191197, -1.193886, -0.082425], [-1.383049, -0.249716, -0.358393], [-0.568695, 0.941251, 0.197453], [2.610823, 0.892921, 0.578240], [0.714713, -0.135492, 1.671294], [0.312183, -1.547355, -0.985405], [-0.402095, -2.045152, 0.570457], [-1.672084, -0.161028, -1.408905], [-2.276578, -0.481070, 0.227915], [-0.278197, 1.673488, -0.561550], [-1.020049, 1.472677, 1.039177]], "forces_ev_per_angstrom": [[-0.075, 0.081, 0.476], [-0.002, -0.036, -0.270], [0.147, -0.063, 0.035], [0.009, -0.181, -0.033], [-0.148, -0.022, -0.072], [-0.055, 0.205, 0.030], [-0.048, -0.013, -0.082], [0.000, 0.017, -0.164], [-0.088, 0.045, 0.120], [0.041, 0.129, -0.106], [0.030, -0.016, 0.163], [0.131, 0.046, -0.076], [-0.023, -0.118, 0.104], [0.082, -0.074, -0.126]]}


Entry 3:
{"formula": "C4H8O2", "method": "wB97M-V/def2-TZVPD", "de_lowest_kcal_mol": 86.7, "elements": ["C", "C", "O", "C", "C", "O", "H", "H", "H", "H", "H", "H", "H", "H"], "xyz": [[1.749168, 0.540115, 0.061460], [0.889281, -0.845066, 0.127562], [0.090519, -0.195399, 1.284089], [-0.525741, -0.772013, 0.128685], [-1.366679, 0.159814, -0.670064], [-2.520001, 0.551882, 0.014094], [1.282419, 1.353561, -0.472375], [2.514213, 0.119526, -0.593231], [2.270667, 0.968879, 0.912304], [1.347553, -1.759971, 0.494542], [-1.012442, -1.704339, 0.412292], [-1.722053, -0.341809, -1.571918], [-0.793577, 1.035400, -0.995760], [-2.203330, 0.889422, 0.868325]], "forces_ev_per_angstrom": [[1.288, -3.054, -3.332], [2.012, 4.474, 3.561], [-1.499, -1.949, 0.069], [-1.632, 0.259, 0.743], [0.083, 0.060, -1.225], [-0.067, 0.237, 0.974], [-0.500, -0.137, -0.117], [0.930, 1.080, -0.393], [-0.620, -0.841, 0.688], [0.296, 0.148, -0.469], [-0.143, -0.066, -0.340], [0.113, -0.077, -0.074], [0.093, -0.102, 0.101], [-0.355, -0.031, -0.187]]}


Quick rundown of total energy, same order as above: -20345.7791; -270.5135; -307.5743 a.u.
Quick rundown of LUMO energy, same order as above: -0.040; 0.040; 0.037 Eh